This record from OMol25 describes a 21-piece molecular cluster, C20H56N4O20 overall at a distorted geometry. The level of theory is the ωB97M-V functional and the def2-TZVPD basis.

Geometry as XYZ:
```
100
Properties=species:S:1:pos:R:3
N 0.34 1.69 1.70
C -0.24 2.53 2.50
C 0.55 3.73 2.65
C 3.34 0.12 -1.28
C -2.73 -2.44 -1.46
C 2.95 -1.14 -1.81
C -1.48 -2.88 -2.00
C 1.76 3.57 1.90
C -3.88 1.45 2.92
C -4.46 0.33 2.30
C 2.52 0.37 -0.17
C -2.57 -1.93 -0.19
C 1.96 -1.64 -0.99
C -0.54 -2.49 -1.08
C 2.60 1.70 0.55
C -1.66 2.46 2.90
C -3.61 -1.39 0.66
C 1.60 2.23 1.33
C -2.50 1.42 2.57
C -3.40 -0.32 1.51
N 1.75 -0.79 0.06
N -1.19 -1.96 0.03
N -2.21 0.29 1.89
C 0.97 -2.82 -1.20
H 0.39 4.68 3.18
H 4.17 0.70 -1.67
H -3.74 -2.61 -1.93
H 3.26 -1.49 -2.80
H -1.29 -3.43 -2.95
H 2.57 4.27 1.83
H -4.48 2.07 3.57
H -5.50 0.08 2.46
H 3.51 2.35 0.48
H -2.13 3.31 3.41
H -4.60 -1.71 0.45
H 1.17 -1.00 0.92
H -0.74 -1.68 0.91
H -1.54 0.55 1.12
H 1.27 -3.01 -2.29
H 1.20 -3.62 -0.39
O 3.41 5.75 0.01
H 3.60 6.70 -0.28
H 2.44 5.71 0.30
O 6.05 1.87 -0.05
H 6.62 1.39 0.64
H 6.66 2.20 -0.78
O 1.68 -5.98 0.81
H 1.87 -6.85 1.28
H 1.49 -6.17 -0.16
O 4.64 3.97 -1.68
H 4.23 4.67 -1.08
H 5.00 3.22 -1.09
O 5.08 2.03 2.74
H 5.26 1.67 1.81
H 5.13 3.04 2.70
O -4.97 0.80 6.12
H -5.76 0.24 5.82
H -5.09 1.02 7.10
O 3.07 0.13 -4.81
H 3.08 1.14 -4.76
H 2.35 -0.15 -5.46
O -2.98 -4.07 -4.93
H -3.68 -3.53 -4.44
H -2.23 -3.45 -5.20
O 1.71 -3.58 -4.95
H 1.52 -4.51 -5.29
H 2.61 -3.59 -4.49
O -1.53 -6.03 -3.69
H -1.41 -6.78 -4.36
H -2.00 -5.27 -4.16
O -0.61 5.50 5.79
H -0.44 6.30 5.20
H -0.24 5.70 6.71
O 5.40 -1.12 -4.68
H 5.20 -2.10 -4.54
H 4.52 -0.62 -4.69
O 0.44 -2.21 2.33
H 0.22 -1.77 3.22
H 0.68 -3.17 2.50
O -3.35 5.65 2.22
H -3.29 5.39 1.25
H -4.05 5.07 2.66
O -4.30 -0.55 -3.56
H -4.92 -0.58 -4.36
H -4.86 -0.53 -2.72
O -0.79 -2.52 -5.57
H -0.76 -1.63 -5.08
H 0.11 -2.97 -5.46
O -1.04 1.70 -0.72
H -0.51 1.86 0.13
H -0.39 1.45 -1.45
O -5.35 -4.67 -1.79
H -6.07 -4.58 -2.50
H -4.79 -5.49 -2.01
O -2.49 -1.64 3.97
H -2.55 -1.20 4.88
H -2.26 -0.92 3.29
O 2.06 4.42 5.32
H 1.09 4.57 5.56
H 2.13 3.54 4.83
```

Computed properties:
**HOMO level**: -0.230 Ha
**Calculated total energy**: -68555.020 eV